No. 1
11
Properties=species:S:1:pos:R:3 method="wB97M-V/def2-TZVPD" e_above_lowest_ev=2.026 total_charge=0 energy_ev=-7764.501 orbital_gap_ev=10.896
C -1.0462 -0.6494 0.5557
C 0.2639 0.1156 0.4794
C 1.2673 -0.2127 -0.5618
O 1.0970 -1.0648 -1.3923
C 0.0401 1.3808 -0.5282
N -0.3313 2.2003 -1.2673
H -1.6764 -0.1509 1.2993
H -1.5075 -0.6010 -0.4282
H -0.9669 -1.7042 0.8488
H 0.7219 0.2097 1.4971
H 2.1384 0.4765 -0.5025


No. 2
6
Properties=species:S:1:pos:R:3 method="wB97M-V/def2-TZVPD" e_above_lowest_ev=3.761 total_charge=0 energy_ev=-6309.234 orbital_gap_ev=11.148
C 0.6732 0.1471 0.6057
C -0.1161 -0.1064 -0.5244
N 0.4053 1.1875 -0.0752
F -2.0000 -0.2356 0.0172
H 1.0606 -0.4420 1.3609
H -0.0230 -0.5507 -1.3841


No. 3
35
Properties=species:S:1:pos:R:3 method="wB97M-V/def2-TZVPD" total_charge=0 energy_ev=-41517.021 smiles=OCCCSS.O.O.O.O.O.O.O orbital_gap_ev=8.662
C -0.8906 1.0046 -1.0789
C 0.0111 0.4709 -2.1635
O -0.5021 -0.8755 -2.4419
C -0.0338 1.2535 0.1507
S -0.9366 2.3093 1.3770
S -0.9213 1.4722 3.1763
H -1.7794 0.2719 -0.8341
H -1.4445 1.9139 -1.4142
H 0.0007 1.0247 -3.0621
H 1.0794 0.3371 -1.9782
H -0.3064 -1.0227 -3.4134
H 0.8574 1.8364 -0.1669
H 0.2428 0.2991 0.6210
H -1.9313 0.5751 3.2848
H -0.9151 -1.2856 2.6823
H 0.0832 -1.9844 1.8299
O -0.0307 -1.5472 2.7407
H -3.1167 -0.3184 0.3106
H -4.4104 0.1373 1.0121
O -3.5649 -0.1889 1.2054
H 0.7197 -3.6522 -1.2990
H 0.3191 -2.1064 -1.6700
O 0.7242 -2.7736 -0.9842
H -3.5753 -1.0965 -1.9085
H -2.0937 -0.9607 -1.6973
O -2.9214 -1.0682 -1.2722
H 2.9176 0.1305 0.9359
H 3.6189 1.4653 1.0063
O 3.6332 0.6101 0.5657
H 3.1591 2.4344 -1.6607
H 3.0634 1.0655 -1.0664
O 2.6419 1.5901 -1.6816
H 2.7563 -0.6739 3.1387
H 1.3342 -0.6021 2.9270
O 2.2125 -0.0456 2.8287


No. 4
122
Properties=species:S:1:pos:R:3 method="wB97M-V/def2-TZVPD" e_above_lowest_ev=0.349 total_charge=+2 energy_ev=-186782.500 orbital_gap_ev=7.479
Ti -0.1166 -0.3871 -0.0934
C -2.9108 0.9478 4.0362
C -1.4637 0.6046 4.3446
C -1.3801 -0.6047 5.2822
P -0.3192 0.5280 2.8509
C 1.2233 0.0548 3.7746
C 2.4476 -0.1276 2.8923
C 1.6189 0.8698 5.0095
C -0.3690 2.3030 2.3913
C 0.1863 3.2912 3.2026
C 0.0723 4.6350 2.8665
C -0.6156 5.0096 1.7238
C -1.1946 4.0354 0.9199
C -1.0882 2.6802 1.2393
Si -1.8566 1.4102 0.1108
C -2.2777 2.1547 -1.5559
C -3.2948 3.1106 -1.6838
C -3.6292 3.6460 -2.9169
C -2.9502 3.2331 -4.0581
C -1.9453 2.2853 -3.9560
C -1.6101 1.7419 -2.7116
P -0.2839 0.5051 -2.5856
C -0.7980 -0.8075 -3.8117
C -0.3812 -2.2211 -3.3889
C -0.4500 -0.6426 -5.2945
C 1.2665 1.4430 -2.9919
C 1.7388 1.4214 -4.4422
C 1.1022 2.8864 -2.4972
C -3.4365 0.6749 0.8012
C -4.4816 1.5160 1.2028
C -5.6391 1.0056 1.7681
C -5.7590 -0.3647 1.9706
C -4.7409 -1.2159 1.5666
C -3.5903 -0.7030 0.9643
P -2.3773 -1.7904 0.1633
C -2.3128 -3.3267 1.1648
C -1.7639 -3.0588 2.5607
C -1.5417 -4.4416 0.4391
C -3.3527 -2.3030 -1.3404
C -3.9929 -1.0720 -1.9924
C -4.4219 -3.3579 -1.0574
H -3.4302 1.1605 4.9738
H -3.4273 0.1205 3.5507
H -2.9908 1.8326 3.4099
H -1.0447 1.4694 4.8614
H -1.6138 -1.5419 4.7793
H -2.1141 -0.4766 6.0808
H -0.4064 -0.7130 5.7600
H 0.9172 -0.9381 4.1127
H 2.8361 0.8403 2.5658
H 2.2398 -0.7294 2.0161
H 3.2443 -0.6271 3.4488
H 2.1769 1.7619 4.7247
H 2.2905 0.2561 5.6152
H 0.7880 1.1644 5.6483
H 0.7138 3.0296 4.1087
H 0.5238 5.3869 3.5034
H -0.7039 6.0567 1.4571
H -1.7216 4.3405 0.0214
H -3.8464 3.4405 -0.8088
H -4.4191 4.3849 -2.9909
H -3.2036 3.6496 -5.0263
H -1.4237 1.9793 -4.8548
H -1.8769 -0.7150 -3.7135
H 0.6531 -2.4258 -3.6655
H -0.4684 -2.3948 -2.3203
H -1.0089 -2.9551 -3.9024
H 0.5922 -0.8921 -5.4905
H -0.6523 0.3454 -5.7013
H -1.0630 -1.3533 -5.8550
H 2.0361 0.9535 -2.3907
H 1.0174 1.8901 -5.1138
H 1.9610 0.4205 -4.8050
H 2.6596 2.0064 -4.4997
H 0.4689 3.4521 -3.1815
H 2.0843 3.3624 -2.4728
H 0.6727 2.9648 -1.5020
H -4.3785 2.5947 1.1086
H -6.4367 1.6733 2.0743
H -6.6478 -0.7725 2.4380
H -4.8609 -2.2806 1.7311
H -3.3497 -3.6344 1.2673
H -0.7546 -2.6430 2.5229
H -1.7240 -3.9850 3.1400
H -2.3962 -2.3519 3.0947
H -0.5171 -4.5053 0.8085
H -1.5039 -4.3189 -0.6465
H -2.0010 -5.4112 0.6373
H -2.6354 -2.7357 -2.0230
H -4.8658 -0.7483 -1.4204
H -4.3292 -1.3237 -3.0019
H -3.3239 -0.2158 -2.0576
H -5.1791 -2.9916 -0.3606
H -4.0131 -4.2956 -0.6790
H -4.9337 -3.5843 -1.9964
Br 4.9048 -3.0167 0.9176
C 4.9169 -1.1693 0.5306
C 6.1359 -0.5162 0.3745
C 6.1107 0.8445 0.1410
C 4.8889 1.5017 0.0790
C 3.7472 0.7450 0.2265
N 3.7491 -0.5754 0.4432
C 2.4276 1.4466 0.2218
O 2.3086 2.6139 0.3718
O 1.3218 0.6059 0.0815
H 7.0645 -1.0643 0.4419
H 7.0374 1.3936 0.0249
H 4.8150 2.5714 -0.0701
N 1.2110 -2.3191 0.0893
C 1.6575 -2.8861 -1.1835
C 2.2640 -2.0639 -2.1222
C 2.7402 -2.5990 -3.3105
C 2.5817 -3.9524 -3.5794
C 1.9470 -4.7632 -2.6474
C 1.4922 -4.2339 -1.4442
H 2.0166 -1.8215 0.4783
H 0.9770 -3.0620 0.7299
H 2.3941 -1.0145 -1.9102
H 3.2382 -1.9559 -4.0280
H 2.9563 -4.3747 -4.5036
H 1.8199 -5.8210 -2.8449
H 1.0283 -4.8842 -0.7091


Repeat the second record exactly.
6
Properties=species:S:1:pos:R:3 method="wB97M-V/def2-TZVPD" e_above_lowest_ev=3.761 total_charge=0 energy_ev=-6309.234 orbital_gap_ev=11.148
C 0.6732 0.1471 0.6057
C -0.1161 -0.1064 -0.5244
N 0.4053 1.1875 -0.0752
F -2.0000 -0.2356 0.0172
H 1.0606 -0.4420 1.3609
H -0.0230 -0.5507 -1.3841